Molecular formula: C26H20N6O4PbS3SbSe4
Method: DFT, ωB97M-V/def2-TZVPD

Summary:
Calculated total energy ... -350101.1366 eV
Highest occupied orbital energy ... -0.19313 hartree
Total charge ... -1
LUMO level ... 0.05752 Ha
Kohn-Sham gap ... 6.820 eV

Each line ends with the natural charge from an NBO analysis.
CARTESIAN COORDINATES (ANGSTROEM)
Pb  0.79926  -0.46940  0.47010  1.35
N  2.90915  1.49433  3.37494  -0.80
C  3.63740  0.46157  2.86298  0.28
N  3.12853  -0.52127  2.17616  -0.54
C  4.08501  -1.46201  1.86380  0.12
C  5.33784  -1.18896  2.30387  -0.44
S  5.33547  0.30302  3.17310  0.37
C  3.65730  -2.63331  1.09042  0.12
C  4.42282  -3.70204  0.77050  -0.45
S  3.48749  -4.84153  -0.13722  0.34
C  2.11423  -3.77854  -0.02535  0.30
N  2.35451  -2.66653  0.63406  -0.59
N  0.92882  -4.07830  -0.55159  -0.79
H  1.98537  1.61127  2.96771  0.43
H  3.37711  2.38828  3.40796  0.40
H  6.24337  -1.75201  2.15619  0.23
H  5.45464  -3.88655  1.01403  0.23
H  0.80761  -4.89033  -1.12548  0.40
H  0.14358  -3.43550  -0.38244  0.46
O  -2.90163  -1.24707  -0.34819  -0.67
C  -1.85813  -1.83750  -0.59906  0.78
O  -0.92353  -2.11220  0.26324  -0.90
C  -1.60321  -2.36256  -1.99208  -0.12
C  -2.56212  -3.22351  -2.52060  -0.19
C  -2.39039  -3.82166  -3.75741  -0.26
C  -1.24326  -3.53397  -4.48801  -0.21
C  -0.29750  -2.65999  -3.98322  -0.24
C  -0.45191  -2.05465  -2.73129  -0.14
S  0.79431  -0.90364  -2.24401  -0.49
H  -3.45627  -3.41009  -1.93776  0.21
H  -3.14295  -4.49464  -4.14875  0.20
H  -1.08787  -3.98175  -5.46264  0.20
H  0.58409  -2.42214  -4.56543  0.22
O  -0.70345  6.08851  -3.72140  -0.69
C  -1.85297  5.78491  -3.08505  0.78
O  -2.85079  6.42506  -3.28103  -0.58
C  -1.77662  4.61075  -2.16569  -0.18
C  -2.40169  4.67997  -0.92889  -0.15
C  -2.27577  3.63349  -0.03181  -0.26
C  -1.55959  2.49403  -0.38924  0.22
C  -0.96981  2.40117  -1.64669  -0.26
C  -1.06865  3.46700  -2.52278  -0.17
N  -1.33938  1.46417  0.55252  -0.46
C  -2.32468  1.00874  1.19998  0.17
C  -2.16375  0.05381  2.31404  0.15
C  -3.28189  -0.62709  2.78149  -0.19
C  -3.12521  -1.52330  3.82311  -0.17
C  -1.86108  -1.70122  4.36229  -0.25
C  -0.80634  -0.97602  3.82934  0.05
N  -0.94458  -0.11028  2.83142  -0.43
H  0.04459  5.67054  -3.25613  0.51
H  -2.94701  5.57491  -0.65955  0.23
H  -2.67168  3.71596  0.97171  0.22
H  -0.45082  1.49444  -1.93411  0.25
H  -0.59352  3.40297  -3.49410  0.22
H  -3.35140  1.30202  0.96887  0.18
H  -4.23721  -0.47557  2.29846  0.23
H  -3.97233  -2.08126  4.20090  0.21
H  -1.68516  -2.39152  5.17618  0.22
H  0.19964  -1.09746  4.21875  0.20
Se  4.23763  2.95792  0.15683  -0.30
Sb  1.98217  4.11977  0.12951  1.07
Se  2.41490  1.86605  -1.01141  -0.29
Se  1.84631  5.91890  -1.41677  -0.66
Se  0.82100  3.96183  2.20071  -0.66